#P
Below is a 4-piece molecular cluster, C4H15NO3 overall, with properties calculated with ωB97M-V with the def2-TZVPD basis set.

Cartesian coordinates (Å):
C1 1.8648 -2.1955 -0.3606
C2 1.3291 -0.8020 -0.2987
C3 0.7037 -0.2170 -1.3178
N1 0.1776 1.1092 -1.2643
C4 -1.2581 1.1391 -1.6113
H1 1.4606 -2.8024 0.4495
H2 1.6278 -2.6682 -1.3138
H3 2.9522 -2.1983 -0.2502
H4 1.4884 -0.2281 0.6079
H5 0.5468 -0.7929 -2.2323
H6 0.6718 1.6590 -1.9377
H7 -1.4478 0.6068 -2.5468
H8 -1.8079 0.6467 -0.8109
H9 -1.6076 2.1662 -1.6881
O1 -1.0721 0.3154 2.7686
H10 -0.4634 0.9431 2.3161
H11 -0.5383 -0.0431 3.4884
O2 0.6088 2.0973 1.3531
H12 0.4380 1.8596 0.3994
H13 0.3058 3.0015 1.4811
O3 -2.3659 -1.3383 0.8804
H14 -2.0191 -0.7713 1.5784
H15 -1.5951 -1.4869 0.3095

The orbital gap comes out at 10.49 eV. The LUMO energy is 0.723 eV. The charge is 0.

***

#Q
Below is a 4-piece molecular cluster, C4H15NO3 overall, with properties calculated with ωB97M-V with the def2-TZVPD basis set.

Cartesian coordinates (Å):
C1 0.6149 0.6664 -1.1252
N1 -0.8111 0.4603 -1.2544
C2 0.4584 -2.2783 0.8252
O1 0.6400 -1.1023 1.6089
C3 0.8873 2.1162 -0.7029
C4 0.3650 2.4254 0.6852
H1 1.1276 0.4180 -2.1469
H2 1.0406 -0.0028 -0.3921
H3 -1.2380 0.4092 -0.3351
H4 0.8172 -3.1424 1.3894
H5 0.9713 -2.1796 -0.0786
H6 -0.5966 -2.4241 0.5003
H7 2.0360 2.3031 -0.7095
H8 0.4054 2.7529 -1.4149
H9 0.5578 3.4926 0.9531
H10 0.7626 1.7604 1.4395
H11 -0.7265 2.2225 0.7330
H12 -2.2788 -0.0134 1.9017
H13 -0.2126 -0.5912 1.6855
O2 -1.4586 0.3204 1.5789
H14 -1.0124 -2.5199 -2.2946
H15 -0.9495 -0.5233 -1.6841
O3 -0.3039 -2.0634 -1.7954

The orbital gap comes out at 4.46 eV. The LUMO energy is -5.105 eV. The charge is 0.

***

Stability summary: most stable #P, least stable #Q.

***

#P
Below is one molecule with the formula C6H8S, with properties calculated with ωB97M-V with the def2-TZVPD basis set.

Cartesian coordinates (Å):
C1 0.8923 1.8389 -0.3590
C2 -0.1239 0.8007 -0.3039
C3 -0.0160 -0.5279 0.0749
C4 1.1413 -1.3442 0.6277
C5 -1.2439 -1.2275 -0.2148
C6 -2.2582 -0.4118 -0.1996
S1 -3.4967 0.5045 0.0938
H1 1.8069 1.2280 -0.1980
H2 0.7200 2.7193 0.3126
H3 0.7811 2.2470 -1.3603
H4 -1.1030 1.0581 -0.7885
H5 0.8546 -1.8736 1.5741
H6 1.9704 -0.6472 0.8931
H7 1.4750 -2.0305 -0.1755
H8 -1.3999 -2.3339 0.0233

The orbital gap comes out at 7.60 eV. The LUMO energy is 0.043 eV. The charge is 0.

***

#Q
Below is one molecule with the formula C6H8S, with properties calculated with ωB97M-V with the def2-TZVPD basis set.

Cartesian coordinates (Å):
S1 2.8182 0.1856 -0.2980
C1 1.0957 0.2963 0.2007
C2 0.3940 1.6183 0.0765
C3 -0.8506 1.4958 -0.2535
C4 -1.2433 0.0653 -0.6165
C5 0.0464 -0.7581 -0.3138
C6 0.4905 -0.7370 1.1383
H1 3.1615 -0.8406 0.5806
H2 0.8933 2.4530 0.5810
H3 -1.5868 2.2993 -0.4845
H4 -2.1141 -0.2542 0.0293
H5 -1.4280 0.0663 -1.8107
H6 0.4894 -1.5743 -0.9461
H7 -0.1500 -0.3271 2.0501
H8 1.0362 -1.5147 1.5569

The orbital gap comes out at 9.41 eV. The LUMO energy is 0.916 eV. The charge is 0.

***

Stability summary: most stable #Q, least stable #P.

***

#P
Below is a 2-piece molecular cluster, C3H8O2 overall, with properties calculated with ωB97M-V with the def2-TZVPD basis set.

Cartesian coordinates (Å):
O1 0.0413 -1.2742 0.0024
C1 0.5581 -0.5772 -0.8908
C2 1.3284 0.7118 -0.8208
C3 1.1669 1.3335 0.6075
H1 0.4348 -1.0282 -1.8764
H2 0.8638 1.4404 -1.5756
H3 2.4099 0.5980 -0.8203
H4 1.6362 2.4199 0.7559
H5 1.6834 0.6480 1.3014
H6 0.1339 1.3698 0.8885
H7 -1.8384 -0.5588 0.2785
H8 -2.8865 -1.1116 1.3073
O2 -2.6360 -0.2990 0.7933

The orbital gap (alpha / beta) comes out at 3.80 / 7.48 eV. The LUMO energy (alpha / beta) is 4.390 / 4.333 eV. As for the multiplicity: 2. Its expectation value of S² is 0.754. The charge is -1.

***

#Q
Below is a 2-piece molecular cluster, C3H8O2 overall, with properties calculated with ωB97M-V with the def2-TZVPD basis set.

Cartesian coordinates (Å):
C1 -1.6363 3.5144 -0.7216
O1 -1.0393 3.5569 0.5300
H1 -1.4455 4.3662 -1.3703
H2 -1.3262 2.6664 -1.3541
H3 -2.7237 3.4099 -0.7456
H4 -1.5745 3.2977 1.2527
C2 1.6232 -2.0160 -0.0006
C3 1.1672 -3.3149 0.1129
O2 1.8749 -4.2025 1.0132
H5 1.8505 -1.5057 -0.9403
H6 1.7307 -1.4914 0.9522
H7 0.2644 -3.7108 -0.3546
H8 1.2346 -4.5702 1.6260

The orbital gap (alpha / beta) comes out at 2.28 / 4.66 eV. The LUMO energy (alpha / beta) is 3.058 / 2.943 eV. As for the multiplicity: 2. Its expectation value of S² is 0.755. The charge is -1.

***

Stability summary: most stable #P, least stable #Q.

***

#P
Below is a 7-piece molecular cluster, H14O7 overall, with properties calculated with ωB97M-V with the def2-TZVPD basis set.

Cartesian coordinates (Å):
O1 -0.8509 1.9788 0.1184
H1 -1.3675 2.7877 0.4776
H2 -1.5928 1.3810 -0.2294
O2 0.2479 -0.0510 1.8255
H3 -0.1268 0.7712 1.4180
H4 -0.2696 -0.7596 1.4312
O3 2.5643 -0.1870 0.6564
H5 1.7154 -0.1421 1.2225
H6 3.3397 -0.5803 1.2483
O4 1.5548 1.2553 -1.4552
H7 2.1474 1.2406 -0.6780
H8 0.8081 1.8552 -1.1314
O5 1.0100 -1.3734 -1.3265
H9 0.9145 -0.4114 -1.5353
H10 1.7182 -1.2667 -0.6842
O6 -1.2236 -1.7961 -0.0411
H11 -0.4097 -1.6523 -0.6585
H12 -1.5072 -2.7326 0.0226
O7 -2.7873 0.1744 -0.4890
H13 -2.3443 -0.7216 -0.3352
H14 -3.5406 0.2299 0.1434

The orbital gap comes out at 11.50 eV. The LUMO energy is 0.420 eV. The charge is 0.

***

#Q
Below is a 7-piece molecular cluster, H14O7 overall, with properties calculated with ωB97M-V with the def2-TZVPD basis set.

Cartesian coordinates (Å):
O1 -0.0979 0.3521 -0.0381
H1 -0.8281 0.2507 0.5828
H2 -0.1399 -0.4428 -0.5816
O2 -2.8577 -1.4570 1.8525
H3 -2.5314 -2.0401 2.5472
H4 -2.0645 -1.0227 1.5191
O3 2.1857 -1.3934 -1.1991
H5 1.9590 -0.6182 -0.6730
H6 1.4216 -1.9731 -1.1038
O4 4.6340 -0.8432 1.6115
H7 4.0174 -1.5840 1.6163
H8 4.0769 -0.0754 1.4411
O5 2.6099 3.2938 -0.9907
H9 1.7402 3.0649 -1.3374
H10 2.7888 2.6097 -0.3358
O6 -3.2924 2.8452 0.2955
H11 -3.6915 3.1765 -0.5169
H12 -3.6778 3.3947 0.9872
O7 -1.7571 -2.3585 -2.0519
H13 -2.5688 -1.9010 -1.8055
H14 -1.9266 -3.2784 -1.8196

The orbital gap comes out at 11.31 eV. The LUMO energy is -0.064 eV. The charge is 0.

***

Stability summary: most stable #P, least stable #Q.

***

#P
Below is a 7-piece molecular cluster, H14O7 overall, with properties calculated with ωB97M-V with the def2-TZVPD basis set.

Cartesian coordinates (Å):
O1 -2.7565 -15.2436 10.6237
H1 -2.2244 -14.6865 10.0108
H2 -2.3347 -15.3747 11.4995
O2 -7.9082 -14.7788 12.2648
H3 -7.0201 -15.0659 12.0176
H4 -7.9424 -15.1021 13.1409
O3 -2.6072 -17.7398 9.3071
H5 -2.8742 -18.3478 10.0363
H6 -2.6309 -16.8735 9.7139
O4 -5.1953 -15.1232 11.4586
H7 -4.2899 -15.0191 11.2279
H8 -5.6803 -15.3147 10.6855
O5 -5.4027 -13.0022 13.7439
H9 -5.2260 -12.4760 12.9329
H10 -5.0301 -13.8318 13.4630
O6 -4.5615 -11.8069 11.4847
H11 -5.2081 -11.1321 11.2980
H12 -4.5078 -12.3445 10.7044
O7 -6.2863 -15.2020 8.8229
H13 -6.0592 -14.2412 8.8652
H14 -5.5996 -15.6883 8.3463

The orbital gap comes out at 9.63 eV. The LUMO energy is -0.478 eV. The charge is 0.

***

#Q
Below is a 7-piece molecular cluster, H14O7 overall, with properties calculated with ωB97M-V with the def2-TZVPD basis set.

Cartesian coordinates (Å):
O1 0.9267 -1.2322 -1.9404
H1 0.1887 -1.8692 -1.8514
H2 1.6377 -1.7922 -2.2994
O2 -1.2723 2.0528 -0.2984
H3 -1.7223 1.4178 -0.8344
H4 -1.4793 1.6638 0.5306
O3 -0.9833 1.3078 2.7006
H5 -1.0343 2.1448 3.1886
H6 -0.2133 0.8408 3.0586
O4 -1.6723 -0.9522 0.9276
H7 -0.8223 -0.4572 0.8116
H8 -2.4483 -0.3612 1.0146
O5 1.2177 -0.7412 2.7966
H9 1.1057 -0.3262 1.9166
H10 1.2847 -1.5972 2.4086
O6 0.8237 -0.1732 -4.2474
H11 1.5827 -0.6292 -4.5924
H12 0.7557 -0.5122 -3.3654
O7 0.7107 0.2168 0.3266
H13 0.9577 -0.1202 -0.4894
H14 0.4567 1.1198 0.2376

The orbital gap comes out at 10.74 eV. The LUMO energy is -0.109 eV. The charge is 0.

***

Stability summary: most stable #Q, least stable #P.

***

#P
Below is a 7-piece molecular cluster, H14O7 overall, with properties calculated with ωB97M-V with the def2-TZVPD basis set.

Cartesian coordinates (Å):
O1 -1.1209 3.3095 0.7721
H1 -0.8855 4.2344 0.6426
H2 -0.5412 2.8251 0.1700
O2 1.0330 -3.6062 -0.9594
H3 0.3658 -4.2056 -1.3122
H4 1.4425 -3.2073 -1.7336
O3 -0.2923 -0.5792 -0.1459
H5 -0.2873 -0.7532 -1.0946
H6 0.0550 0.3157 -0.0428
O4 1.5300 1.7317 0.5479
H7 2.1168 2.1794 1.1690
H8 2.1187 1.2898 -0.0759
O5 -1.0066 -0.1956 -3.7216
H9 -1.7209 -0.5082 -4.2878
H10 -0.2111 -0.5939 -4.0914
O6 -0.8858 -2.3906 2.0470
H11 -0.7964 -1.9683 1.1767
H12 -0.4959 -3.2628 1.9350
O7 -0.2177 2.0061 3.3230
H13 0.2141 1.1460 3.2809
H14 -0.4144 2.2332 2.4008

The orbital gap comes out at 10.28 eV. The LUMO energy is -0.112 eV. The charge is 0.

***

#Q
Below is a 7-piece molecular cluster, H14O7 overall, with properties calculated with ωB97M-V with the def2-TZVPD basis set.

Cartesian coordinates (Å):
O1 0.3110 1.5749 1.6875
H1 -0.4423 1.0665 2.0096
H2 0.4387 2.3196 2.2410
O2 -0.1784 -2.3971 0.9764
H3 -0.8228 -3.1133 0.8395
H4 -0.0043 -2.4729 1.9089
O3 -1.6164 3.0869 0.0647
H5 -0.9540 2.9298 0.7627
H6 -2.3982 3.3619 0.5869
O4 -2.4814 1.0969 -1.5318
H7 -2.2896 1.8449 -0.9386
H8 -1.6341 0.6996 -1.7604
O5 0.7340 -1.6698 -2.8252
H9 0.6682 -1.0647 -2.0877
H10 1.6620 -2.0123 -2.7929
O6 3.1877 -1.8944 0.4422
H11 3.3781 -1.2103 1.0753
H12 2.2893 -1.9974 0.6530
O7 -0.0426 -0.1365 -0.7957
H13 0.1204 -0.7466 -0.0707
H14 0.0750 0.7343 -0.4448

The orbital gap comes out at 9.60 eV. The LUMO energy is -0.374 eV. The charge is 0.

***

#R
Below is a 7-piece molecular cluster, H14O7 overall, with properties calculated with ωB97M-V with the def2-TZVPD basis set.

Cartesian coordinates (Å):
O1 -0.1823 -0.7240 4.9621
H1 0.5267 -0.5496 4.3430
H2 -0.6133 0.1227 5.0780
O2 0.0579 -0.7399 -0.3441
H3 -0.4428 -0.5718 0.4541
H4 0.9163 -0.3514 -0.1752
O3 0.5745 3.1171 -1.8892
H5 0.8999 4.0108 -1.7813
H6 1.3586 2.5953 -2.0598
O4 -3.0008 2.0565 -2.2234
H7 -2.4129 1.3068 -2.3154
H8 -2.4289 2.8205 -2.2974
O5 3.7676 2.1782 -0.9985
H9 3.5655 3.1131 -0.9621
H10 4.7082 2.1426 -1.1728
O6 -1.1309 -3.4651 2.2870
H11 -0.3515 -4.0149 2.2060
H12 -0.9698 -2.9337 3.0666
O7 -1.6183 -3.7097 -1.8647
H13 -1.9524 -3.5349 -2.7445
H14 -1.2713 -2.8683 -1.5683

The orbital gap comes out at 11.04 eV. The LUMO energy is 0.053 eV. The charge is 0.

***

#S
Below is a 7-piece molecular cluster, H14O7 overall, with properties calculated with ωB97M-V with the def2-TZVPD basis set.

Cartesian coordinates (Å):
O1 -0.6055 1.0391 -0.8953
H1 -0.1724 1.0281 -0.0343
H2 -0.1899 0.3146 -1.3762
O2 1.3833 0.7153 -3.4906
H3 2.2659 0.3970 -3.7111
H4 1.0942 0.1318 -2.7801
O3 1.3856 -2.5322 -0.7916
H5 1.4132 -1.6280 -1.1242
H6 0.5570 -2.5766 -0.3012
O4 -0.6962 2.1568 2.5450
H7 -0.7409 2.4268 1.6208
H8 -0.0860 1.4106 2.5421
O5 -2.2162 -0.7951 0.0875
H9 -1.7946 0.0636 -0.0297
H10 -3.1582 -0.6065 0.0099
O6 -1.1051 -2.1605 -1.1922
H11 -1.7922 -2.7567 -1.5107
H12 -1.3314 -1.3103 -1.5858
O7 1.9798 1.5329 3.6148
H13 2.5565 1.1995 4.3114
H14 1.2532 1.9499 4.0914

The orbital gap comes out at 9.99 eV. The LUMO energy is -0.072 eV. The charge is 0.

***

Stability summary: most stable #P, least stable #S.